The following is a quantum chemistry calculation of C27H37AsBr2MnNO2PS4 as an isolated structure, from the OMol25 dataset.

Structure (XYZ):
```
76
Properties=species:S:1:pos:R:3:mulliken_spin:R:1
Mn 2.20 -0.48 0.31 4.247
S 4.24 -0.42 4.11 0.015
As 4.68 0.23 2.16 0.016
S 2.92 1.39 1.35 -0.166
S 4.24 -1.39 0.66 -0.209
S 6.48 1.21 1.77 0.011
Br 0.40 -5.14 -0.15 0.000
C 0.88 -3.96 -1.54 0.010
C 0.77 -4.41 -2.88 -0.001
C 1.10 -3.59 -3.92 0.006
Br 0.91 -4.23 -5.69 0.001
C 1.59 -2.28 -3.68 -0.013
C 1.97 -1.35 -4.67 0.005
C 2.43 -0.12 -4.32 -0.006
C 2.51 0.21 -2.95 0.017
N 2.15 -0.62 -2.01 0.120
C 1.69 -1.86 -2.34 -0.019
C 1.32 -2.69 -1.22 -0.001
O 1.40 -2.22 -0.02 -0.009
H 0.42 -5.41 -3.07 0.000
H 1.91 -1.64 -5.71 0.000
H 2.74 0.60 -5.06 -0.001
H 2.88 1.18 -2.63 -0.004
O 0.30 0.40 0.02 -0.070
P -0.97 0.78 0.74 -0.010
C -2.50 0.17 -0.08 0.000
C -2.54 0.35 -1.61 -0.001
C -1.73 -0.71 -2.37 0.003
C -2.21 -2.11 -2.02 0.000
C -2.13 -2.33 -0.52 -0.001
C -2.93 -1.27 0.24 0.000
C -1.20 2.60 0.90 0.000
C -1.99 3.35 -0.18 -0.001
C -1.18 3.63 -1.45 0.001
C 0.07 4.44 -1.10 0.000
C 0.91 3.66 -0.10 0.009
C 0.12 3.34 1.17 -0.001
C -1.00 0.14 2.45 -0.006
C -0.48 -1.34 2.49 0.058
C 0.74 -1.49 3.39 0.021
C 0.47 -1.03 4.82 0.000
C -0.25 0.33 4.84 0.000
C -0.24 1.00 3.47 -0.001
H -3.25 0.84 0.36 -0.001
H -2.22 1.34 -1.92 0.000
H -3.59 0.25 -1.91 0.000
H -0.67 -0.61 -2.10 0.007
H -1.81 -0.52 -3.44 0.000
H -1.63 -2.86 -2.56 0.000
H -3.25 -2.22 -2.35 0.000
H -1.08 -2.29 -0.22 0.001
H -2.48 -3.33 -0.25 -0.001
H -2.92 -1.47 1.31 0.000
H -3.98 -1.36 -0.08 0.000
H -1.81 2.65 1.82 0.001
H -2.28 4.31 0.25 0.000
H -2.93 2.84 -0.42 0.000
H -1.80 4.15 -2.18 0.000
H -0.86 2.70 -1.91 -0.001
H -0.23 5.40 -0.67 0.000
H 0.64 4.65 -2.00 0.000
H 1.81 4.21 0.17 -0.004
H 1.24 2.73 -0.56 0.006
H -0.13 4.28 1.68 0.000
H 0.76 2.79 1.85 0.001
H -2.06 0.16 2.73 -0.001
H -0.23 -1.70 1.50 -0.021
H -1.28 -1.99 2.86 0.001
H 1.59 -0.93 2.99 0.001
H 1.06 -2.53 3.38 -0.001
H 1.42 -0.96 5.35 0.000
H -0.14 -1.78 5.33 0.001
H 0.21 1.00 5.57 0.000
H -1.30 0.21 5.16 0.000
H 0.80 1.13 3.15 -0.006
H -0.69 1.99 3.54 0.001
```

E_LUMO (alpha / beta) = 1.7 / 1.9 eV
<S²> = 6.22
Calculated total energy = -11725.5072 a.u.
Net charge = -1
2S+1 = 5
HOMO (alpha / beta) = -4.2 / -4.2 eV
Energy relative to the best compared isomer or geometry (same formula, charge and spin) = 0.0 kcal per mole

=====

The following is a quantum chemistry calculation of C27H37FN2NaS2 as an isolated structure in a non-equilibrium geometry, from the OMol25 dataset.

Structure (XYZ):
```
70
Properties=species:S:1:pos:R:3:nbo_charge:R:1
C -3.91 -2.64 0.85 -0.633
C -3.41 -3.73 1.98 -0.424
C -2.85 -2.96 3.35 -0.419
C -1.26 -3.26 3.65 -0.400
C -0.27 -1.98 3.43 -0.418
C -0.72 -1.00 2.18 -0.467
C 0.64 -0.19 1.67 -0.034
C 1.44 0.65 2.87 -0.264
C 2.82 1.48 2.56 0.015
C 3.59 2.31 3.75 -0.268
C 3.13 1.92 5.27 -0.635
C 3.28 3.93 3.56 -0.405
C 1.64 4.26 3.56 -0.648
C 3.36 1.41 0.98 -0.221
C 2.57 0.60 -0.20 -0.172
C 1.18 -0.22 0.08 0.154
N 0.35 -0.99 -0.92 -0.637
C 0.40 -0.40 -2.31 0.140
C -0.96 -0.57 -3.26 -0.005
C -2.34 -1.32 -2.77 -0.471
C -3.14 -2.14 -3.95 -0.452
C -4.55 -1.30 -4.21 0.030
F -5.48 -1.48 -3.03 -0.405
C -0.97 0.05 -4.80 -0.246
C 0.31 0.80 -5.50 -0.150
S 0.09 1.43 -7.25 0.021
C 1.68 0.92 -4.59 -0.010
C 2.99 1.62 -5.29 -0.519
C 3.09 3.25 -5.11 0.110
N 2.10 4.16 -5.44 -0.595
C 1.68 0.34 -3.02 -0.177
S 3.24 0.54 -1.99 0.270
H -3.78 -3.13 -0.21 0.234
H -3.29 -1.64 0.93 0.213
H -5.05 -2.44 1.06 0.232
H -4.34 -4.41 2.25 0.217
H -2.58 -4.44 1.52 0.208
H -3.14 -1.82 3.38 0.254
H -3.45 -3.47 4.25 0.142
H -1.16 -3.58 4.80 0.092
H -0.98 -4.22 3.03 0.220
H -0.12 -1.30 4.38 0.229
H 0.80 -2.41 3.12 0.247
H -1.15 -1.69 1.34 0.216
H -1.52 -0.19 2.47 0.235
H 1.00 0.67 3.98 0.227
H 4.74 2.04 3.66 0.237
H 3.63 2.71 6.01 0.232
H 3.39 0.80 5.57 0.224
H 1.97 2.04 5.43 0.206
H 3.77 4.35 2.57 0.226
H 3.72 4.45 4.54 0.215
H 1.14 3.98 4.60 0.204
H 1.42 5.40 3.35 0.231
H 1.06 3.63 2.74 0.225
H 4.35 2.01 0.75 0.247
H -0.66 -0.82 -0.61 0.393
H -2.03 -2.11 -1.94 0.215
H -2.99 -0.51 -2.21 0.240
H -3.50 -3.17 -3.45 0.232
H -2.52 -2.31 -4.93 0.252
H -4.24 -0.14 -4.20 0.183
H -5.06 -1.60 -5.23 0.199
H -1.94 -0.09 -5.45 0.229
H 1.30 1.86 -7.83 0.169
H 3.99 1.10 -4.93 0.249
H 2.92 1.36 -6.45 0.249
H 4.13 3.67 -4.70 0.177
H 2.54 5.10 -5.19 0.342
Na -2.11 -5.19 5.53 0.993
```

E_LUMO = -4.8 eV
Calculated total energy = -2217.9942 a.u.
Net charge = +1
HOMO = -8.9 eV